{
  "formula": "C79H203N13O20",
  "method": "ωB97M-V with the def2-TZVPD basis set",
  "lumo_ev": 0.3486,
  "energy_ha": -5347.81207,
  "largest_force_ev_per_a": 4.0,
  "homo_lumo_gap_ev": 8.4,
  "homo_ev": -8.0,
  "symbols": ["C", "O", "H", "H", "H", "H", "C", "O", "H", "H", "H", "H", "C", "O", "H", "H", "H", "H", "C", "O", "H", "H", "H", "H", "C", "O", "H", "H", "H", "H", "C", "O", "H", "H", "H", "H", "C", "O", "H", "H", "H", "H", "C", "C", "C", "O", "C", "N", "H", "H", "H", "H", "H", "H", "H", "H", "H", "H", "H", "C", "C", "C", "O", "C", "N", "H", "H", "H", "H", "H", "H", "H", "H", "H", "H", "H", "C", "C", "C", "O", "C", "N", "H", "H", "H", "H", "H", "H", "H", "H", "H", "H", "H", "C", "C", "C", "O", "C", "N", "H", "H", "H", "H", "H", "H", "H", "H", "H", "H", "H", "C", "C", "C", "O", "C", "N", "H", "H", "H", "H", "H", "H", "H", "H", "H", "H", "H", "C", "C", "C", "O", "C", "N", "H", "H", "H", "H", "H", "H", "H", "H", "H", "H", "H", "C", "C", "C", "O", "C", "N", "H", "H", "H", "H", "H", "H", "H", "H", "H", "H", "H", "C", "C", "C", "O", "C", "N", "H", "H", "H", "H", "H", "H", "H", "H", "H", "H", "H", "C", "C", "C", "O", "C", "N", "H", "H", "H", "H", "H", "H", "H", "H", "H", "H", "H", "C", "C", "C", "C", "C", "C", "N", "O", "C", "C", "C", "H", "H", "H", "H", "H", "H", "H", "H", "H", "H", "H", "H", "H", "H", "H", "H", "H", "H", "H", "C", "C", "C", "C", "C", "C", "N", "O", "C", "C", "C", "H", "H", "H", "H", "H", "H", "H", "H", "H", "H", "H", "H", "H", "H", "H", "H", "H", "H", "H", "C", "C", "C", "C", "C", "C", "N", "O", "C", "C", "C", "H", "H", "H", "H", "H", "H", "H", "H", "H", "H", "H", "H", "H", "H", "H", "H", "H", "H", "H", "C", "C", "C", "C", "C", "C", "N", "O", "C", "C", "C", "H", "H", "H", "H", "H", "H", "H", "H", "H", "H", "H", "H", "H", "H", "H", "H", "H", "H", "H"],
  "positions_angstrom": [[0.01294, 5.26944, 2.20410], [0.64710, 4.19317, 1.51392], [-0.64612, 5.77905, 1.48378], [-0.57306, 4.84697, 3.01133], [0.56491, 6.13968, 2.54944], [1.42103, 4.52638, 1.00962], [3.38185, 5.93775, 3.23131], [4.27480, 5.73255, 4.31551], [2.68314, 6.73618, 3.46687], [3.96434, 6.22228, 2.41164], [2.73413, 5.00994, 3.06838], [3.73051, 5.52848, 5.05165], [0.77502, -2.83428, -3.44807], [0.34814, -3.70803, -2.32871], [0.13086, -3.10348, -4.30301], [0.70266, -1.80476, -3.11263], [1.80373, -3.05139, -3.74004], [0.64502, -3.23368, -1.53921], [-0.35792, 2.05579, 4.02894], [-0.41395, 0.63046, 4.05174], [-0.13485, 2.61085, 4.98645], [0.47953, 2.26394, 3.39382], [-1.24665, 2.51277, 3.58712], [-1.19073, 0.48317, 4.65191], [6.30442, -0.40882, -1.53799], [6.78060, -0.62178, -0.25132], [6.57966, -1.14262, -2.31056], [5.23285, -0.50262, -1.45700], [6.52961, 0.56261, -2.00978], [6.26319, -0.06001, 0.37973], [5.75205, 2.30866, 1.24133], [4.89918, 1.65274, 0.29817], [6.67569, 2.61847, 0.70234], [5.27030, 3.20828, 1.58844], [6.07180, 1.69360, 2.11398], [4.01473, 1.40255, 0.72910], [1.05179, -6.13092, 2.13684], [1.95148, -5.42677, 2.97836], [1.52491, -6.97845, 1.57476], [0.27233, -6.58153, 2.80871], [0.50607, -5.50410, 1.44929], [1.47182, -5.34988, 3.82541], [-2.48821, 9.16783, 0.08659], [-1.37966, 8.40060, 0.91829], [-0.04009, 8.98760, 0.57970], [0.20373, 8.83483, -0.75818], [1.43899, 9.54939, -1.19162], [-1.47713, 8.36476, 2.39973], [-2.17377, 9.16940, -0.91241], [-2.48286, 10.11527, 0.63747], [-3.40652, 8.62911, 0.24104], [-1.51481, 7.35069, 0.64001], [0.76029, 8.61774, 1.19464], [-0.10003, 10.04961, 0.81821], [1.27326, 10.61145, -0.95878], [1.46330, 9.39102, -2.26354], [2.24714, 9.08843, -0.64835], [-2.07755, 7.56328, 2.70629], [-2.04994, 9.12622, 2.62744], [-6.05558, -4.34612, 2.25063], [-5.23625, -3.07892, 2.20711], [-3.77726, -3.26646, 2.52618], [-3.59431, -3.86363, 3.80125], [-2.24982, -4.42578, 3.77068], [-5.51048, -2.28684, 0.98799], [-5.85815, -5.03091, 1.48640], [-7.06584, -4.02997, 2.21059], [-5.96661, -4.82446, 3.29641], [-5.66428, -2.45094, 3.01131], [-3.11407, -2.37375, 2.47710], [-3.20508, -3.81662, 1.73875], [-2.26170, -5.26075, 3.02571], [-2.10919, -4.87127, 4.74013], [-1.51257, -3.69484, 3.54935], [-5.51172, -2.86077, 0.13125], [-4.73630, -1.55101, 0.86568], [4.07560, -2.59780, 2.66250], [5.02667, -3.55079, 1.89781], [4.60612, -3.78735, 0.46609], [5.50101, -4.69657, -0.08360], [5.32887, -5.06389, -1.42762], [6.39350, -3.02415, 1.97272], [4.40527, -1.57942, 2.38127], [4.27381, -2.73658, 3.73346], [3.00421, -2.65986, 2.44721], [5.11752, -4.52454, 2.39191], [4.60400, -2.83399, -0.09001], [3.56644, -4.18027, 0.47280], [6.13448, -5.74013, -1.69692], [5.21293, -4.14069, -2.09529], [4.31426, -5.58597, -1.64197], [6.51780, -2.23910, 1.29646], [7.08853, -3.68939, 1.66603], [-2.73185, -1.62270, -3.41830], [-3.42737, -2.70082, -2.54826], [-4.92247, -2.71122, -2.81140], [-5.59078, -1.51429, -2.34427], [-6.87981, -1.42338, -2.90576], [-2.81945, -4.09657, -2.75603], [-2.83503, -1.94760, -4.41871], [-1.67500, -1.68394, -3.09008], [-3.07012, -0.59336, -3.37696], [-3.36346, -2.56033, -1.45730], [-5.30847, -3.58047, -2.23307], [-5.06569, -2.77018, -3.85924], [-7.54559, -1.04552, -2.10987], [-7.16640, -2.42905, -3.18022], [-6.84432, -0.74576, -3.75053], [-2.86739, -4.34249, -3.73983], [-1.84375, -4.08713, -2.48677], [1.41370, 1.45503, -0.74493], [1.37452, 0.71949, 0.62870], [1.44280, -0.81602, 0.55088], [0.58331, -1.33778, -0.45306], [-0.77811, -1.07281, -0.22973], [2.42574, 1.20284, 1.57664], [0.71201, 0.93633, -1.41785], [2.39491, 1.35927, -1.17682], [1.02589, 2.50595, -0.59549], [0.29940, 0.96043, 1.04121], [1.06036, -1.11251, 1.57908], [2.49817, -1.13224, 0.31146], [-1.28900, -1.79478, -0.85636], [-1.04001, -0.08473, -0.60494], [-1.06832, -1.21345, 0.79790], [2.44519, 0.57099, 2.40384], [2.19716, 2.11638, 1.96244], [2.74567, 6.48836, -1.16184], [3.03828, 5.00084, -1.24800], [4.41795, 4.79743, -1.89028], [5.35063, 5.72942, -1.32756], [6.57071, 6.03342, -2.04746], [3.00321, 4.47620, 0.12559], [1.75586, 6.67580, -0.72491], [2.96650, 6.88950, -2.15041], [3.45488, 6.95192, -0.48526], [2.31287, 4.47759, -1.93462], [4.38310, 4.92634, -3.01247], [4.64930, 3.78654, -1.59477], [6.27960, 6.35313, -3.02206], [7.22782, 5.16725, -2.16512], [7.11035, 6.87433, -1.60595], [3.58888, 5.05297, 0.67523], [3.36979, 3.52238, 0.25983], [1.48123, -2.75228, 5.30532], [0.25497, -3.09852, 6.09830], [0.26140, -4.59018, 6.40518], [0.55461, -5.43529, 5.29337], [0.72632, -6.81567, 5.57698], [0.12468, -2.26254, 7.29186], [1.58173, -1.68633, 5.05663], [1.62417, -3.37966, 4.38315], [2.29973, -3.00781, 5.99405], [-0.63692, -2.85659, 5.55098], [-0.68686, -4.88386, 7.01665], [1.09409, -4.72163, 7.12596], [1.65898, -6.95114, 6.07264], [0.56854, -7.32248, 4.65597], [-0.08455, -7.00488, 6.25158], [-0.11052, -1.34942, 7.03883], [1.05220, -2.28158, 7.70971], [-3.98290, -1.67289, 6.23300], [-4.00365, -0.66016, 5.09452], [-5.46584, -0.22802, 4.78830], [-5.47164, 0.53757, 3.63022], [-6.45677, 1.59177, 3.54279], [-3.07896, 0.51869, 5.30748], [-3.01390, -2.10319, 6.40235], [-4.64125, -2.49616, 5.91160], [-4.34252, -1.33341, 7.21675], [-3.69849, -1.22666, 4.20847], [-5.71871, 0.33585, 5.66483], [-6.15390, -1.08053, 4.71399], [-6.15159, 2.32505, 2.82359], [-6.51409, 2.07309, 4.54379], [-7.45007, 1.22941, 3.28824], [-3.10600, 1.04556, 4.42206], [-3.53262, 1.13389, 6.05285], [-5.36104, 1.23196, -0.43807], [-3.87248, 1.11264, -0.07042], [-3.06469, 2.37975, -0.15038], [-3.16927, 2.82904, -1.44659], [-2.17038, 3.67675, -1.91950], [-3.81828, 0.48272, 1.24684], [-5.44982, 1.51446, -1.49519], [-5.89113, 1.99113, 0.14235], [-5.94825, 0.32001, -0.41171], [-3.35528, 0.50791, -0.83647], [-2.02311, 2.11242, 0.03426], [-3.39731, 3.08819, 0.56542], [-2.47559, 3.93378, -2.92487], [-1.13987, 3.32566, -1.79493], [-2.10573, 4.64514, -1.39060], [-2.95644, 0.66282, 1.73118], [-4.66744, 0.78465, 1.83203], [3.24256, 0.40625, 5.16325], [4.28523, 0.62047, 6.25069], [5.35989, 1.58496, 5.73365], [4.92406, 3.04224, 5.66877], [4.36380, 3.50461, 7.03037], [3.29944, 2.57323, 7.64981], [3.80068, 1.18102, 7.53792], [2.78889, 0.27807, 8.03247], [3.23889, 2.77927, 9.15960], [2.00551, 2.82326, 6.89526], [4.89370, -0.77432, 6.56629], [3.46147, -0.35149, 4.35737], [3.02826, 1.33436, 4.57543], [2.36331, -0.06098, 5.57053], [6.23889, 1.43047, 6.37645], [5.69238, 1.27648, 4.72867], [4.13044, 3.18595, 4.95410], [5.71981, 3.67231, 5.27901], [4.01783, 4.58057, 6.93552], [5.17170, 3.66731, 7.74116], [2.78948, 3.74439, 9.48380], [2.63260, 1.95125, 9.60255], [4.21969, 2.62274, 9.61961], [1.24473, 2.16526, 7.13482], [1.69248, 3.84454, 7.11182], [2.14870, 2.80380, 5.81957], [4.03817, -1.37718, 6.79130], [5.49023, -0.68846, 7.45104], [5.42690, -1.16359, 5.72116], [3.25127, 0.03267, 8.84182], [-2.27639, -6.01836, 0.06862], [-1.81685, -7.28595, -0.65288], [-3.09445, -8.01960, -1.28644], [-2.69826, -8.99986, -2.29705], [-1.85592, -8.35184, -3.35884], [-0.48856, -7.79906, -2.75331], [-0.93221, -6.84204, -1.74006], [0.19455, -6.26926, -1.07442], [0.38675, -8.90797, -2.29504], [0.21603, -6.99942, -3.81311], [-1.15816, -8.20313, 0.47946], [-3.27420, -6.16657, 0.53129], [-2.31394, -5.24741, -0.66441], [-1.53959, -5.76882, 0.74870], [-3.72400, -8.40300, -0.45739], [-3.76341, -7.25571, -1.73069], [-3.63142, -9.46246, -2.69218], [-2.12238, -9.82058, -1.80465], [-2.32184, -7.49255, -3.81209], [-1.58328, -9.08161, -4.14437], [0.64158, -9.59849, -3.08839], [1.22322, -8.63220, -1.69147], [-0.19001, -9.50646, -1.58651], [-0.39337, -6.02755, -4.10776], [1.28672, -6.70210, -3.60795], [0.30873, -7.55365, -4.74530], [-1.77051, -8.19403, 1.36158], [-0.16474, -7.81815, 0.71664], [-1.18618, -9.29762, 0.23699], [0.42709, -5.50816, -1.64079], [5.53571, 0.65499, -7.46101], [4.62018, 0.62072, -6.32713], [5.24661, 1.30486, -5.16256], [4.31463, 1.50818, -4.02903], [3.09697, 2.25312, -4.60552], [2.32629, 1.57068, -5.71738], [3.33114, 1.25783, -6.75156], [2.73331, 0.44878, -7.72809], [1.55260, 0.28955, -5.12202], [1.25556, 2.44828, -6.42971], [4.46652, -0.86228, -5.93389], [5.59441, 1.59124, -8.05750], [5.37188, -0.12970, -8.22999], [6.59510, 0.49477, -7.03037], [6.12050, 0.75961, -4.78506], [5.50577, 2.31508, -5.46478], [4.75333, 2.02365, -3.19841], [3.95611, 0.58932, -3.63163], [3.48966, 3.18879, -4.98584], [2.42805, 2.48288, -3.78591], [0.98083, -0.23029, -5.94695], [2.20007, -0.47727, -4.57912], [0.77575, 0.58433, -4.41806], [0.80623, 1.85442, -7.24431], [0.46743, 2.67958, -5.71153], [1.69001, 3.34827, -6.84547], [3.61453, -1.37971, -6.44443], [4.24460, -0.96314, -4.91265], [5.49113, -1.22662, -6.29055], [2.82915, 1.01771, -8.56062], [-7.62760, 2.66176, -6.10656], [-6.71137, 2.43778, -7.29708], [-6.02673, 3.83064, -7.58078], [-4.79819, 4.11701, -6.67520], [-3.84360, 3.00316, -6.84248], [-4.42698, 1.67903, -6.42248], [-5.61793, 1.41297, -7.30638], [-6.23801, 0.20041, -6.94273], [-3.37762, 0.62908, -6.67579], [-4.78619, 1.62952, -4.92710], [-7.48551, 2.16598, -8.53126], [-8.01578, 1.78822, -5.57407], [-8.51447, 3.05526, -6.55502], [-7.36878, 3.44798, -5.40271], [-5.58067, 3.82094, -8.66418], [-6.74699, 4.66676, -7.62884], [-5.07000, 4.35389, -5.66389], [-4.33167, 4.98792, -7.06050], [-2.88621, 3.26946, -6.27032], [-3.53258, 2.91100, -7.85442], [-3.52942, -0.33940, -6.11535], [-3.34658, 0.48370, -7.75299], [-2.41234, 1.01130, -6.35182], [-4.93105, 0.60193, -4.63566], [-3.91446, 1.99878, -4.34313], [-5.67449, 2.14434, -4.66510], [-8.08527, 3.03127, -8.84594], [-8.11630, 1.30985, -8.52694], [-6.83378, 1.97426, -9.37135], [-5.81730, -0.39468, -7.57403]],
  "atomic_forces_ev_per_a": [[-0.995, 0.100, -1.403], [0.247, 0.518, 0.806], [-0.388, -0.390, 0.262], [-0.089, 0.050, 0.202], [1.013, -0.432, 0.355], [0.108, -0.215, -0.158], [-1.638, -1.404, 1.617], [0.602, 0.349, -1.037], [-0.119, 0.321, -0.096], [0.743, 0.193, -1.434], [0.978, 1.013, -0.257], [-0.526, -0.319, 1.227], [-0.465, -1.443, 0.602], [0.620, 0.973, -0.883], [0.152, 0.501, 0.444], [-0.206, 0.155, -0.312], [0.081, -0.047, 0.155], [-0.097, -0.001, 0.179], [0.744, 0.374, 0.168], [-1.226, 0.705, 1.344], [-0.376, -1.041, -0.446], [0.347, 0.521, -0.546], [-0.134, -0.082, -0.081], [0.630, -0.631, -0.419], [-1.267, 0.281, -1.124], [0.757, 0.230, 1.258], [0.569, -0.295, 0.850], [-0.734, 0.276, -0.524], [0.116, 0.021, 0.573], [0.437, -0.453, -1.164], [0.545, -0.205, -0.497], [-0.408, -0.460, 0.574], [-0.615, -0.270, 0.295], [-0.101, 0.463, 0.454], [-0.406, 0.152, -0.526], [0.986, 0.312, -0.072], [-0.516, -1.315, 0.999], [-0.082, -0.110, -0.273], [-0.063, 0.916, 0.485], [0.375, 0.090, -0.804], [0.103, 0.404, -0.434], [0.456, 0.318, -0.237], [1.172, -0.762, 3.703], [-0.828, -1.213, -0.331], [-0.364, 0.483, 0.422], [1.636, 0.440, -2.087], [-2.756, -0.697, 0.666], [-0.777, -1.426, -0.511], [0.229, 0.455, -1.377], [-0.551, 0.407, -0.895], [-0.599, 0.073, -0.157], [0.779, 0.088, -0.462], [0.481, -0.665, 0.463], [-0.048, 0.557, 0.239], [0.451, -0.212, -0.032], [0.365, 0.003, -0.016], [0.626, 0.210, -0.036], [0.872, 0.735, -0.556], [-0.746, 1.667, 0.915], [0.316, 0.324, 3.069], [-0.467, 1.292, 0.156], [1.654, -0.008, -0.751], [1.286, -0.299, -0.782], [-2.369, -1.538, 0.166], [1.703, 0.555, -0.597], [0.489, -1.165, -1.183], [-1.204, 0.138, -0.367], [0.184, 0.470, -1.725], [0.342, -0.178, -0.007], [-0.997, 0.546, 0.250], [-0.970, -0.592, 0.201], [0.343, 0.707, 0.369], [0.350, -0.002, 0.422], [0.748, 0.738, -0.259], [0.130, 0.240, 0.617], [-1.533, -1.195, 0.249], [0.968, 0.229, -0.278], [0.475, -0.044, 0.239], [-1.193, 0.056, 0.136], [0.598, -0.729, -0.418], [-2.503, 0.808, -0.827], [0.241, 1.484, -0.464], [-0.192, -0.169, 0.245], [-0.265, 0.194, -0.237], [0.241, -0.455, -0.004], [-0.585, 0.040, -0.035], [0.078, -0.005, -0.058], [0.286, 0.007, -0.201], [0.064, 0.258, -0.175], [0.801, -0.990, 0.651], [1.400, 0.388, 0.698], [-0.261, -0.655, 0.684], [-0.207, -0.406, 0.030], [0.939, -0.789, 2.015], [0.270, -0.389, 0.179], [0.037, -0.082, 1.730], [1.497, -0.705, 0.055], [0.139, 0.128, 0.990], [-1.507, 1.709, -0.062], [0.169, -0.376, -1.302], [-0.335, 0.396, -0.657], [-0.347, 0.072, 0.473], [0.424, 0.449, -0.275], [-0.202, 0.255, -0.739], [-0.470, -0.519, -1.258], [0.085, -0.077, -0.501], [-0.674, -0.109, -0.349], [-0.331, 0.062, -0.383], [0.083, 0.009, -0.014], [0.170, 0.050, -0.031], [-1.057, -0.160, 1.133], [-1.985, 1.227, 0.296], [0.128, 0.685, 0.503], [1.066, -0.220, 0.390], [-0.143, -0.245, -1.017], [-0.364, -0.963, 0.192], [0.216, 0.221, 0.162], [0.544, 0.427, -0.280], [0.835, -0.975, -0.298], [1.878, -0.352, -0.415], [0.820, -0.394, -0.980], [-1.113, -0.003, 0.417], [-0.380, -0.125, 0.065], [-0.184, 0.242, 0.249], [-0.119, 0.049, 0.572], [0.019, 0.494, -0.765], [-0.286, 0.056, -0.268], [-0.192, -0.425, 0.176], [0.305, 0.056, -0.313], [0.315, 0.754, -0.658], [0.631, 0.142, 0.295], [-1.099, -0.739, 0.199], [-0.661, -1.010, -0.469], [0.012, 0.113, -0.740], [-0.654, 0.473, 0.031], [0.303, 0.018, 0.102], [0.450, 0.343, 0.950], [-0.024, -0.238, 0.957], [0.764, -0.630, -0.387], [-0.124, 0.255, -1.073], [-0.023, -0.029, 0.269], [-0.328, -0.314, 0.478], [0.742, 0.737, 0.635], [-0.230, 0.422, -0.615], [1.027, -0.509, -0.723], [-0.918, 0.423, -1.036], [-0.153, -0.727, 2.253], [-0.583, 1.434, -0.474], [-1.228, 1.708, 0.893], [0.953, -2.879, 0.821], [-0.368, -0.497, 0.009], [-0.210, 0.727, 0.818], [0.341, 0.135, -0.328], [-0.540, -0.109, -0.709], [1.252, 0.229, -1.388], [-0.177, -0.081, 0.037], [0.900, -0.562, 0.152], [0.328, -0.692, -0.533], [-0.420, -1.031, 0.556], [-0.236, 1.642, -0.453], [-0.213, 0.558, 0.368], [-0.894, -0.162, 0.044], [-0.162, -0.104, -0.218], [1.063, -0.552, 0.614], [-0.588, 1.303, -0.866], [0.306, -0.761, 1.792], [-1.600, 0.009, 0.361], [0.620, -0.077, -0.093], [0.248, 0.147, 0.239], [-0.015, 0.325, -0.370], [0.463, 0.374, 0.031], [-0.757, 0.757, 0.564], [0.207, -0.015, 0.002], [0.384, 0.209, -0.485], [-0.074, -0.052, -0.560], [-0.063, -0.274, -0.100], [-0.236, -0.001, 0.598], [0.919, -0.938, -1.335], [0.210, 0.635, -1.289], [-0.659, -0.996, 0.062], [0.224, -0.834, -0.153], [-0.255, 0.380, -1.174], [0.104, 1.304, 0.585], [-1.784, 0.349, 0.482], [0.120, 0.282, 0.183], [0.184, 0.086, 0.182], [0.423, -0.459, 0.540], [-0.495, -0.468, 0.258], [0.345, 0.030, 0.463], [-0.308, 1.099, 0.888], [0.480, -0.197, -0.435], [-0.106, -0.708, -0.464], [-0.493, -0.085, 0.212], [0.253, 0.150, 0.371], [2.171, -0.772, -0.989], [-0.563, 0.014, -1.643], [0.749, -0.098, -0.618], [0.611, -0.348, -0.123], [-0.379, -0.283, 0.891], [0.809, 1.385, -0.119], [0.796, -0.058, -0.643], [0.171, -0.408, -0.874], [0.482, 0.374, 0.222], [-1.109, -0.304, 0.871], [1.031, 1.630, -0.226], [-0.956, 1.489, 0.006], [0.803, 0.585, 0.879], [-0.211, -0.622, 0.741], [-0.720, 0.584, 0.404], [-0.088, 0.446, -0.003], [-0.234, -0.154, 0.247], [-0.357, -0.265, -0.551], [0.155, 0.133, 0.363], [-0.326, -1.197, 0.076], [0.347, -0.520, 0.130], [0.392, -0.550, -0.327], [0.064, 0.895, -0.322], [0.048, 0.415, -0.305], [-1.566, -1.414, 0.609], [-0.247, 0.068, 0.186], [0.160, -0.182, -0.091], [-0.265, -0.813, 0.092], [0.660, -0.100, 0.429], [0.361, -0.195, -0.367], [-0.506, -0.443, 0.085], [-1.454, -1.147, -1.105], [-1.289, -1.237, 0.661], [0.202, 2.361, 1.835], [-0.488, -1.906, -0.268], [1.974, -0.385, -0.103], [-1.410, 0.423, -0.636], [-0.145, -0.090, 0.756], [0.496, 0.162, -0.429], [-0.846, -1.563, 1.228], [0.228, 2.477, -1.672], [-0.499, -0.648, -1.577], [0.640, 0.128, -0.059], [-0.440, 0.715, -0.489], [1.210, 0.672, 1.778], [0.612, -0.208, -0.266], [0.547, -0.023, -0.038], [0.707, 0.111, -0.124], [-0.440, 0.381, -0.480], [-0.497, 0.244, -0.213], [-0.165, 0.354, 0.204], [0.365, 0.097, -0.350], [0.874, 0.611, -0.103], [0.033, -0.206, -0.115], [1.196, -1.813, 0.779], [-1.210, -0.186, 0.327], [-0.177, -0.331, -0.083], [-0.409, 0.570, 0.549], [-0.135, -0.425, -0.116], [0.570, 0.910, -0.150], [-0.195, -0.112, 0.220], [3.290, 0.067, -2.251], [-2.322, -1.202, 0.334], [0.599, 0.971, 0.794], [-1.813, 0.090, -0.689], [0.135, 0.700, 0.823], [-0.490, -1.640, -0.033], [0.534, 0.600, 1.081], [0.183, 0.929, -2.377], [0.441, -0.652, -0.816], [0.168, -0.945, 0.641], [0.630, -0.415, -2.350], [-0.271, -0.182, 0.751], [-0.063, 0.243, 0.639], [-1.423, 0.115, -0.897], [0.109, 0.085, -0.598], [0.700, 0.194, -0.245], [0.267, 0.569, 0.344], [-0.172, -1.054, 0.477], [-0.095, 0.516, -0.182], [-0.435, 0.205, 0.161], [0.861, 0.407, 0.736], [-0.704, 1.139, -0.879], [0.078, 0.377, 0.168], [0.186, 0.289, 0.367], [-0.035, 0.228, -0.069], [0.121, 0.242, 0.024], [1.036, 0.454, -0.089], [0.360, -0.377, 1.486], [-1.639, -0.587, 1.146], [-0.295, -1.363, 1.656], [-0.829, -0.478, 0.426], [1.956, 1.624, -0.411], [1.434, -0.159, -1.540], [-1.665, 0.302, -1.268], [1.500, 0.204, 1.791], [-0.950, -0.539, 1.051], [0.312, 1.554, 0.653], [0.305, -0.707, 0.097], [0.116, -1.165, 0.215], [1.461, -0.150, -0.082], [-0.862, 0.318, -1.672], [0.586, -0.156, -0.042], [-0.824, 0.396, -0.369], [0.660, -0.206, 0.176], [-0.827, -0.250, 1.734], [0.037, -0.533, 0.435], [-0.140, -0.254, 0.704], [0.393, 1.150, -0.317], [-1.187, -0.781, -0.470], [0.186, 0.063, -1.152], [-0.101, 0.944, -0.807], [0.258, -0.389, -0.141], [0.156, -0.001, 0.016], [-0.106, -0.437, 0.126], [-0.609, -0.057, -0.174], [-0.633, 0.773, 0.252], [-0.059, -0.139, 0.339], [-0.755, -0.754, 0.540], [0.555, 0.075, -0.135], [-0.331, -0.290, 0.134]],
  "mulliken_charge": [-0.273, 0.481, -0.223, 0.246, 0.161, -0.156, -0.425, -0.586, 0.475, 0.158, 0.000, 0.243, -0.988, 0.102, 0.415, -0.115, 0.591, 0.090, -0.651, 0.258, 0.388, -0.253, 0.387, -0.060, -0.352, -0.663, 0.462, -0.077, 0.198, 0.320, -0.816, 0.031, 0.316, 0.152, 0.261, -0.007, -0.201, -0.429, 0.208, 0.214, -0.128, 0.400, -1.542, 1.023, -0.552, -0.361, -0.761, -0.641, 0.375, 0.350, 0.408, -0.302, 0.261, 0.441, 0.338, 0.212, 0.308, 0.276, 0.267, -1.897, 1.132, 1.058, -0.582, -0.547, -0.126, 0.381, 0.538, 0.269, -0.685, 0.042, -0.335, 0.311, 0.299, 0.226, 0.065, -0.279, -0.154, 0.042, 0.425, -0.467, -0.295, -0.694, -0.139, 0.236, -0.170, 0.392, -0.210, 0.074, 0.296, 0.124, -0.024, 0.138, 0.354, -0.264, 2.112, -1.645, 0.166, -0.923, -0.040, 0.638, -0.868, -0.057, -0.701, 0.262, 0.763, 0.276, 0.427, 0.112, 0.315, -0.507, -0.810, 2.631, -0.866, -0.241, 0.133, 0.683, 0.455, 0.201, -0.636, -0.761, 0.292, 0.026, -0.954, 0.023, 0.459, -0.642, -0.481, -2.056, 0.953, -0.351, -0.390, -0.909, 0.902, 0.534, 0.439, 0.463, -0.105, 0.626, -0.153, 0.375, 0.280, 0.278, -0.024, -1.019, 0.667, 2.154, -1.587, -0.266, -0.984, -0.653, -0.571, -0.784, 0.281, -0.803, 0.367, 0.417, 0.221, 0.345, 0.433, 0.297, 0.358, -1.320, 2.305, -1.620, -0.328, -1.000, -0.320, 0.150, 0.283, 0.407, -1.245, 0.670, 0.280, 0.298, 0.385, 0.302, 0.203, 0.248, -1.664, 2.447, -0.386, -0.226, -0.596, 1.066, 0.160, 0.402, 0.315, -1.151, -0.247, 0.428, 0.323, 0.124, 0.181, -0.485, -0.238, 0.934, 1.709, -1.390, 0.340, -1.386, 2.073, 0.047, -0.424, -1.879, -1.898, -2.343, -0.427, -0.835, 0.250, 0.357, 0.093, -0.280, 0.498, 0.403, 0.351, 0.336, 0.328, 0.463, 0.552, 0.482, 0.098, 0.425, 0.501, 0.411, 0.366, -0.503, 1.922, -1.305, -0.592, -1.184, 1.613, 0.684, 0.243, -1.813, -1.720, -1.162, 0.375, -0.691, -0.589, 0.460, 0.325, 0.380, 0.336, 0.342, 0.420, 0.486, 0.187, 0.376, 0.069, 0.281, 0.507, 0.493, -0.123, 0.406, 0.165, -1.948, 2.243, -1.996, 1.040, -1.858, 2.698, 0.039, -0.489, -1.177, -2.372, -1.712, 0.408, 0.368, 0.373, 0.482, 0.338, -0.144, -0.277, 0.527, 0.006, 0.444, -0.278, 0.500, 0.504, 0.414, 0.459, 0.253, 0.297, 0.444, 0.378, -1.850, 1.959, -1.263, -0.798, -1.241, 2.471, 0.077, -0.480, -2.304, -1.057, -2.144, 0.234, 0.531, 0.386, 0.352, 0.394, 0.284, 0.550, -0.036, 0.534, 0.272, 0.578, 0.462, -0.274, 0.133, 0.520, 0.412, 0.382, 0.531, 0.357]
}